1.
Molecular formula: C22H34FIN2O6
Method: DFT, ωB97M-V with the def2-TZVPD basis set

Structure (ORCA input):
```
! RIJCOSX wB97M-V def2-TZVPD def2/J DEFGRID3
* xyz 0 1
C 3.24328 -5.62589 2.58579
C 3.61750 -4.82544 1.25089
C 2.68027 -3.54184 1.24909
O 1.55881 -3.68264 1.66384
O 3.23386 -2.34790 0.81329
C 2.22998 -1.49490 0.15823
C 1.57142 -0.60553 1.33114
N 0.15498 -0.37448 0.96323
I 0.07884 0.48313 -0.91345
C -0.62909 0.35093 1.98251
C -2.16128 0.31730 1.47993
C -3.21833 -0.05405 2.58427
O -3.53675 0.61212 3.53551
C -3.99629 -1.41872 2.39799
C -3.34644 -2.71310 2.17754
C -4.20168 -3.90876 1.97422
C -5.68160 -3.81994 1.97862
C -6.33214 -2.51055 2.21425
C -5.46238 -1.33091 2.41830
C -0.63036 -0.47556 3.36597
O -0.44497 -1.71238 3.38289
O -0.77729 0.13690 4.50431
C -0.25923 1.86788 2.20921
F -1.35234 2.43823 2.94367
C 1.02725 2.14036 3.07292
C 0.96605 3.60758 3.71359
H 3.95397 -6.47960 2.77258
H 2.19451 -6.02836 2.49166
H 3.22583 -4.91292 3.46019
H 4.69689 -4.52361 1.28486
H 3.36170 -5.50252 0.39747
H 2.80800 -0.87837 -0.57548
H 1.48276 -2.18735 -0.31408
H 1.72290 -1.19860 2.26539
H 2.20617 0.32880 1.36779
H -2.30595 -0.43566 0.64672
H -2.44157 1.31607 1.02722
H -2.23640 -2.81522 2.13653
H -3.72589 -4.91060 1.80067
H -6.33948 -4.70768 1.79667
H -7.44544 -2.43404 2.20358
H -5.99121 -0.35432 2.56281
H -0.18043 2.49105 1.27778
H 1.27040 1.34975 3.82343
H 1.89532 2.19361 2.34073
H 0.27609 4.28007 3.12247
H 0.71137 3.59108 4.80186
H 1.99415 4.06391 3.57133
C -0.07956 4.17318 -5.59142
C 0.89584 3.59089 -4.57609
C 2.30621 3.36776 -5.12857
O 2.33199 2.23784 -5.98938
C 2.11207 2.53496 -7.37090
N 0.37866 2.25070 -4.14811
H -0.38654 3.44387 -6.34221
H -0.98799 4.51505 -5.08626
H 0.35903 5.03131 -6.10084
H 0.92815 4.22494 -3.68812
H 2.96862 3.12236 -4.29113
H 2.71567 4.26270 -5.60211
H 2.41058 3.55243 -7.63094
H 1.05814 2.38310 -7.61308
H 2.69458 1.83178 -7.96561
H -0.62279 2.24471 -3.94310
H 0.88161 1.89668 -3.32751
H 0.56994 1.57839 -4.90457
*
```

Results
**E_HOMO**: -0.23538 hartree
**Lowest unoccupied orbital energy**: -1.611 eV
**Kohn-Sham gap**: 4.794 eV

2.
Molecular formula: C38H72N2O4
Method: DFT, ωB97M-V with the def2-TZVPD basis set

Structure (ORCA input):
```
! RIJCOSX wB97M-V def2-TZVPD def2/J DEFGRID3
* xyz 0 1
C -3.94070 4.03586 -0.60133
C -4.12446 2.63960 0.28541
C -4.04938 1.28325 -0.64081
C -2.59951 0.48946 -0.51940
C -2.30727 -0.19288 -1.98227
C -0.74844 -0.70403 -2.18648
C 0.37733 0.47035 -1.87518
C 1.44058 0.69408 -3.13654
C 2.87003 -0.01107 -2.75855
C 4.16392 0.99380 -2.73997
C 3.86675 2.50730 -2.18654
C 3.01519 2.58497 -0.78815
C 2.01013 3.90189 -0.55874
C 1.12936 4.06635 0.84140
C 1.16629 2.92160 2.05545
N 0.30358 3.19346 3.25509
C 0.43773 2.04050 4.21025
C 1.35822 0.71363 4.01101
O 1.35230 -0.36876 5.03880
C 1.16023 -1.60240 4.25121
C 0.45739 -2.83556 5.07999
C -0.97800 -2.39822 5.81668
C 0.30992 -4.22701 4.22469
C 0.09409 -4.02880 2.61006
C 0.29741 -5.54496 1.93477
C -1.47459 -3.54146 2.38721
N 2.24218 0.50862 2.81385
C 2.13292 1.63438 1.82487
C 3.03461 1.48699 0.43025
H -2.85817 4.11357 -1.05567
H -4.06608 4.97399 0.12151
H -4.78195 4.14071 -1.42044
H -3.29849 2.58520 1.11924
H -5.18908 2.64995 0.79727
H -4.90800 0.50728 -0.34957
H -4.20201 1.61236 -1.76889
H -2.69107 -0.34603 0.29564
H -1.78046 1.24822 -0.16633
H -2.98490 -1.16951 -2.04611
H -2.57437 0.58170 -2.84389
H -0.67297 -1.16464 -3.26095
H -0.56728 -1.60378 -1.42803
H -0.12168 1.50668 -1.57587
H 0.94696 0.10667 -0.89238
H 0.96339 0.08564 -4.04429
H 1.50858 1.80451 -3.49886
H 3.08568 -0.81824 -3.61098
H 2.84724 -0.63719 -1.75031
H 4.99589 0.46112 -2.07107
H 4.61767 1.05492 -3.82565
H 3.32362 3.17366 -2.98196
H 4.92674 3.00487 -1.97943
H 1.88733 4.75689 -1.37912
H 0.44316 5.04008 0.91889
H -0.20764 2.10075 5.21230
H 2.12862 -2.01145 3.73686
H 0.41282 -1.32244 3.36410
H 1.19163 -3.07734 5.98945
H -0.73777 -1.83203 6.83914
H -1.58625 -3.36222 6.13130
H -1.61613 -1.66519 5.16261
H -0.63738 -4.80652 4.62453
H 1.28907 -4.86765 4.45915
H 0.88473 -3.34741 2.08187
H 0.55951 -5.36301 0.79541
H 1.25224 -6.08122 2.39798
H -0.64776 -6.22765 2.09437
H -1.64454 -3.13353 1.30371
H -2.22441 -4.44448 2.57047
H -1.66125 -2.63459 3.12221
H 3.71632 0.52010 0.27773
C -1.23191 1.87381 -6.24384
C -1.98553 0.55553 -6.26777
O -3.37672 0.69335 -5.99085
C -4.13177 1.48755 -6.90214
C -4.13874 0.93858 -8.31819
H -1.42360 2.41263 -5.31112
H -0.15581 1.70119 -6.33894
H -1.54032 2.52562 -7.06683
H -1.57697 -0.09482 -5.48616
H -1.83580 0.03136 -7.21740
H -3.78424 2.52514 -6.88172
H -5.15949 1.49729 -6.52673
H -3.14532 0.99507 -8.77351
H -4.82803 1.50997 -8.94711
H -4.44146 -0.11311 -8.32479
C 7.20868 5.63702 -1.87732
C 6.51579 6.06725 -3.15841
O 5.09379 6.01829 -3.07715
C 4.48197 6.86355 -2.10631
C 4.73960 8.34116 -2.34490
H 6.83979 4.66166 -1.54624
H 8.29017 5.57403 -2.02978
H 7.02595 6.34792 -1.06582
H 6.80423 5.37816 -3.96012
H 6.84583 7.06327 -3.47147
H 4.78529 6.56686 -1.09748
H 3.40494 6.68215 -2.17225
H 5.79450 8.59174 -2.19728
H 4.15103 8.94941 -1.65154
H 4.47845 8.61956 -3.37058
C -4.12753 -6.81517 4.58515
C -2.73407 -7.41883 4.60028
O -2.00854 -7.13894 5.79458
C -2.56461 -7.63650 7.00888
C -2.67362 -9.15088 7.04642
H -4.08881 -5.74571 4.81274
H -4.59343 -6.95249 3.60489
H -4.77478 -7.28475 5.33205
H -2.15583 -6.98387 3.77733
H -2.76846 -8.49816 4.41901
H -3.53245 -7.16513 7.20602
H -1.89391 -7.31505 7.81141
H -3.40714 -9.51676 6.32153
H -2.98733 -9.48781 8.03900
H -1.71320 -9.61489 6.80145
*
```

Results
**E_HOMO**: -0.30274 hartree
**Lowest unoccupied orbital energy**: -1.080 eV
**SMILES**: CCCCCCCCCCCc1ccc2ncc(OC[C@@H](C)CC(C)C)nc2c1.CCOCC.CCOCC.CCOCC
**Kohn-Sham gap**: 7.158 eV

3.
Molecular formula: C38H96CoF8N2O20S4
Method: DFT, ωB97M-V with the def2-TZVPD basis set

Structure (ORCA input):
```
! RIJCOSX wB97M-V def2-TZVPD def2/J DEFGRID3
* xyz 0 4
Co 16.60152 23.87372 4.74282
N 16.37565 23.43723 6.64286
S 16.00115 24.09816 7.94333
O 17.12535 24.52785 8.77368
O 14.74502 23.74089 8.61912
F 15.59928 25.54157 7.28135
S 16.23619 21.85301 7.35326
O 14.98275 21.15813 7.06395
O 17.08587 21.39605 8.47976
F 17.25204 21.35952 6.17561
C 17.55430 25.17319 0.78121
F 17.35896 25.40858 -0.52846
F 17.95026 23.90745 0.96723
F 18.45095 26.01966 1.36166
S 15.94583 25.46816 1.80598
O 15.40105 26.63377 1.12574
O 15.13332 24.28797 1.56007
N 16.42875 25.48733 3.52502
S 16.64388 27.07240 3.81469
O 17.29344 27.08956 5.12178
O 17.07913 28.03955 2.77324
C 14.77401 27.52940 4.31957
F 13.95485 27.60456 3.27891
F 14.15721 26.67158 5.19147
F 14.71136 28.74456 4.88114
C 14.39883 29.46686 -0.33432
C 15.49579 29.04709 -1.27319
C 16.85944 29.54686 -0.67881
O 15.57615 27.65063 -1.29948
H 13.41925 29.13402 -0.67746
H 14.25459 30.53372 -0.16375
H 14.55519 29.09770 0.67928
H 15.34057 29.31677 -2.31783
H 17.45984 28.69335 -0.36397
H 16.89110 30.24082 0.16113
H 17.39031 30.01790 -1.50610
H 15.34649 27.37535 -0.40893
C 17.82320 32.84508 3.64714
C 17.10518 31.84233 2.72183
C 15.81794 31.21941 3.30332
O 16.81908 32.58374 1.53534
H 17.12858 33.57684 4.05962
H 18.57357 33.37711 3.06233
H 18.40842 32.36206 4.42965
H 17.85586 31.06607 2.57352
H 14.92969 31.66653 2.85699
H 15.77320 31.28959 4.39013
H 15.72696 30.16679 3.03531
H 17.49116 32.42120 0.86940
C 14.62574 24.55206 -1.79047
C 14.30838 25.07047 -3.19497
C 13.20559 26.12090 -3.28379
O 15.53354 25.58006 -3.65245
H 13.68248 24.40050 -1.26569
H 15.17626 25.29978 -1.21956
H 15.07672 23.56626 -1.67678
H 14.07972 24.25077 -3.87607
H 13.08482 26.46891 -4.30965
H 13.33581 27.06946 -2.76285
H 12.20327 25.76203 -3.04996
H 15.76378 26.34774 -3.12399
C 9.17858 26.66737 3.31204
C 10.50439 26.94308 2.65957
C 10.65613 26.02258 1.45780
O 10.71471 28.27378 2.26864
H 9.00832 25.59956 3.44951
H 8.26365 26.95207 2.79248
H 9.13862 26.99196 4.35182
H 11.29581 26.77749 3.39054
H 10.15240 26.16707 0.50205
H 10.55110 24.99603 1.80887
H 11.66367 26.08707 1.04696
H 10.39936 28.75587 3.03658
C 16.96482 29.65137 7.52043
C 18.41380 29.15476 7.69193
C 19.32930 30.10883 6.88892
O 18.74257 29.20927 9.04659
H 16.79394 30.71501 7.68648
H 16.35072 29.22877 8.31565
H 16.53007 29.35319 6.56640
H 18.62995 28.14696 7.33735
H 19.52759 31.05207 7.39793
H 18.91085 30.37015 5.91696
H 20.19338 29.52257 6.57622
H 19.68316 29.01733 9.05422
C 22.48731 22.75241 -0.51481
C 21.55366 23.99121 -0.39277
C 20.37787 23.73344 -1.32448
O 21.05293 24.23278 0.93426
H 22.37271 21.91143 0.16908
H 23.46637 23.21793 -0.40154
H 22.65135 22.19877 -1.43929
H 22.14563 24.82384 -0.77277
H 19.81803 22.82975 -1.08363
H 20.80144 23.62020 -2.32241
H 19.81682 24.66511 -1.39724
H 20.97549 25.18879 0.89370
C 20.37909 29.46929 1.82196
C 21.74182 28.96474 2.31464
C 21.90333 29.57811 3.72662
O 21.76850 27.55286 2.32228
H 20.39584 29.79768 0.78273
H 19.93764 30.36020 2.26861
H 19.59451 28.74668 2.04636
H 22.45999 29.41056 1.62649
H 21.77541 30.65908 3.66963
H 22.96504 29.54948 3.97170
H 21.20520 29.10956 4.42029
H 22.51458 27.21802 2.82512
C 20.50040 24.12542 6.56429
C 19.45678 24.97967 5.76522
C 20.16243 25.97057 4.77735
O 18.73309 24.04858 5.00750
H 21.18909 23.62906 5.88060
H 19.99727 23.50868 7.30900
H 21.18615 24.85081 7.00208
H 18.78258 25.45378 6.47850
H 21.06191 25.46055 4.43249
H 20.47991 26.93313 5.17832
H 19.61571 26.04805 3.83756
H 19.41485 23.42023 4.75855
C 21.83479 28.45612 -1.70442
C 20.31546 28.07239 -1.62076
C 19.74908 27.35253 -2.85797
O 20.43832 27.13458 -0.55821
H 22.00624 29.24959 -2.43182
H 22.37958 27.53354 -1.90482
H 22.18672 28.81292 -0.73646
H 19.68409 28.84802 -1.18731
H 19.02268 26.64487 -2.45840
H 20.48203 26.70734 -3.34233
H 19.40818 28.15716 -3.50948
H 20.59115 27.58418 0.27611
C 12.31671 23.26734 5.77201
C 13.31842 22.89078 4.74656
C 12.54200 22.89711 3.39803
O 14.39033 23.75262 4.48890
H 12.76541 23.11694 6.75392
H 11.42449 22.64286 5.81748
H 12.12672 24.32573 5.59366
H 13.72361 21.91637 5.01941
H 13.23094 22.60984 2.60372
H 12.10247 23.85737 3.12817
H 11.76555 22.13245 3.37522
H 14.06038 24.19228 3.70186
C 16.66811 20.94630 1.62351
C 16.12840 21.28687 2.95729
C 15.99699 20.02906 3.74822
O 16.97779 22.14622 3.63947
H 17.69993 20.59834 1.67236
H 16.76066 21.89535 1.09545
H 16.04659 20.33576 0.96848
H 15.10634 21.64668 2.83888
H 15.64587 20.26581 4.75259
H 16.91465 19.44469 3.81559
H 15.22144 19.48145 3.21274
H 17.79873 22.02161 3.15768
C 12.06786 30.30997 5.84888
C 11.45580 28.96439 5.49944
C 11.16281 28.10383 6.64757
O 10.19924 29.41162 4.95775
H 12.06939 30.93067 4.95287
H 13.09656 30.29826 6.20910
H 11.57015 30.80354 6.68359
H 11.96906 28.53008 4.64151
H 10.26926 27.48334 6.57933
H 11.03870 28.62914 7.59453
H 11.92603 27.33744 6.78272
H 9.79718 29.99229 5.60796
*
```

Results
**E_HOMO (alpha / beta)**: -0.34931 / -0.34931 hartree
**Lowest unoccupied orbital energy (alpha / beta)**: -1.057 / -1.644 eV
**Kohn-Sham gap (alpha / beta)**: 8.448 / 7.862 eV

4.
Molecular formula: C17H20BrCl4IrN3O3
Method: DFT, ωB97M-V with the def2-TZVPD basis set

Structure (ORCA input):
```
! RIJCOSX wB97M-V def2-TZVPD def2/J DEFGRID3
* xyz 2 2
Ir 0.64623 0.36839 -0.29878
O -0.19054 -5.44845 -2.10381
C 0.09560 -4.26716 -1.59011
C 0.83443 -4.06962 -0.41569
C 1.07555 -2.78992 0.01881
N 0.62025 -1.70990 -0.64379
C -0.09149 -1.93089 -1.74592
Br -0.65835 -0.27794 -2.50044
C -0.38555 -3.14652 -2.28345
H 0.13258 -6.18718 -1.56933
H 1.21823 -4.90830 0.15005
H 1.63690 -2.60188 0.92193
H -0.96402 -3.26373 -3.18910
C 3.51922 -0.35494 0.48392
N 2.78615 0.31696 -0.62226
C 3.13561 -0.37389 -1.89016
C 3.19593 1.74377 -0.62897
C 2.22885 2.56880 -1.41120
N 0.88032 2.46722 -0.80365
C -0.14255 2.91053 -1.77973
C 0.75015 3.33274 0.40689
H 4.59207 -0.25192 0.31007
H 3.27011 -1.40928 0.50208
H 3.25722 0.08772 1.43584
H 4.20925 -0.29450 -2.07532
H 2.59627 0.06259 -2.72820
H 2.87920 -1.42527 -1.81115
H 4.20709 1.84705 -1.02937
H 3.21864 2.07838 0.40806
H 2.15922 2.21397 -2.44024
H 2.55758 3.60975 -1.44881
H -0.00347 3.97126 -1.99901
H -1.13440 2.76008 -1.35701
H -0.04366 2.35461 -2.70842
H 1.08041 4.34609 0.16939
H 1.35322 2.94202 1.22415
H -0.28914 3.36197 0.71129
Cl -0.76681 0.69638 6.27760
C -0.86622 0.81760 4.59690
C -2.08641 1.33081 3.99690
Cl -3.35458 1.82140 5.00508
C -2.20731 1.42214 2.63667
Cl -3.60669 2.02178 1.86029
C -1.11757 1.02321 1.83004
O -1.10662 1.09676 0.54748
C 0.08601 0.55176 2.42784
O 1.05021 0.22994 1.60786
C 0.19968 0.43288 3.81240
Cl 1.66630 -0.17477 4.46594
*
```

Results
**E_HOMO (alpha / beta)**: -0.51463 / -0.52447 hartree
**Lowest unoccupied orbital energy (alpha / beta)**: -6.489 / -8.047 eV
**Kohn-Sham gap (alpha / beta)**: 7.514 / 6.225 eV

Maximum force, respectively: 5.4; 7.7; 11.2; 1.9 eV/Å.
Molar mass, respectively: 568.4; 621.0; 1240.4; 728.3 g/mol.